No. 1
# C6H9N

C6H9N in the gas phase (wB97M-V/def2-TZVPD, OMol25).

XYZ file:
```
16
C6H9N wB97M-V/def2-TZVPD
C 1.108 -2.728 0.826
C -0.026 -1.812 1.208
C -0.504 -0.882 0.432
C -0.906 0.106 -0.333
C -0.187 1.409 -0.360
C -0.794 2.466 -1.253
N 0.884 1.547 0.318
H 1.963 -2.544 1.486
H 0.828 -3.782 0.929
H 1.428 -2.545 -0.203
H -0.429 -1.899 2.217
H -1.771 -0.017 -0.985
H -0.725 2.158 -2.303
H -1.856 2.614 -1.025
H -0.273 3.422 -1.138
H 1.261 2.487 0.185
```

The calculation puts the energy above the lowest of the compared OMol25 structures with the same formula, charge and spin at 2.002 eV. Its SMILES is [H]/N=C(\C)C=C=CC. The calculation puts the LUMO energy at 0.03466 Ha. Its multiplicity is 1. The strongest force on any atom is 0.38 eV Å⁻¹.

No. 2
# C6H9N

A molecular structure, C6H9N in a non-equilibrium geometry (wB97M-V/def2-TZVPD, OMol25).

XYZ file:
```
16
C6H9N wB97M-V/def2-TZVPD
C -2.055 -0.035 -0.138
C -0.527 -0.082 -0.563
C 0.600 -1.000 0.103
C 0.263 0.946 0.416
C 1.647 0.819 -0.120
C 2.009 -0.464 -0.352
H -2.543 -0.649 -0.891
H -2.375 1.085 -0.287
H -2.197 -0.385 0.973
H -0.327 0.292 -1.656
H 0.565 -2.132 0.056
H -0.506 -0.654 1.207
H -0.143 1.701 1.074
H 2.120 1.777 -0.427
H 2.985 -0.922 -0.702
N 0.483 -0.298 1.309
```

The calculation puts the energy above the lowest of the compared OMol25 structures with the same formula, charge and spin at 5.529 eV. The calculation puts the LUMO energy at 0.03832 Ha. Its multiplicity is 1. The strongest force on any atom is 5.68 eV Å⁻¹.

No. 3
# C6H9N

C6H9N in the gas phase (wB97M-V/def2-TZVPD, OMol25).

XYZ file:
```
16
C6H9N wB97M-V/def2-TZVPD
C -0.772 1.858 1.795
C -0.585 0.844 0.707
C 0.684 0.143 0.435
C 0.464 -0.683 -0.599
C 1.389 -1.656 -1.257
C -0.972 -0.483 -1.000
N -1.535 0.502 -0.091
H -1.823 1.902 2.088
H -0.160 1.621 2.671
H -0.475 2.853 1.445
H 1.607 0.276 0.992
H 1.357 -1.560 -2.349
H 1.099 -2.687 -1.019
H 2.422 -1.511 -0.929
H -1.062 -0.127 -2.036
H -1.555 -1.412 -0.936
```

The calculation puts the energy above the lowest of the compared OMol25 structures with the same formula, charge and spin at 0.548 eV. Its SMILES is CC1=CC(C)=NC1. The calculation puts the LUMO energy at 0.03652 Ha. Its multiplicity is 1. The strongest force on any atom is 0.33 eV Å⁻¹.

No. 4
# C6H9N

C6H9N in the gas phase in a non-equilibrium geometry (wB97M-V/def2-TZVPD, OMol25).

XYZ file:
```
16
C6H9N wB97M-V/def2-TZVPD
C -2.386 0.450 0.473
C -1.015 -0.059 0.048
C -0.672 -0.685 -1.140
N 0.634 -0.891 -1.282
C 1.326 -0.421 0.141
C 0.094 0.273 0.768
C 2.583 0.131 0.360
H -2.668 1.323 -0.120
H -3.125 -0.336 0.379
H -2.288 0.848 1.472
H -1.191 -0.658 -2.092
H 1.059 -0.371 -2.057
H 0.417 1.023 1.461
H 3.000 1.050 -0.037
H 3.248 -0.269 1.109
H 0.986 -1.406 0.513
```

The calculation puts the energy above the lowest of the compared OMol25 structures with the same formula, charge and spin at 5.971 eV. The calculation puts the LUMO energy at -0.02925 Ha. Its multiplicity is 1. The strongest force on any atom is 3.36 eV Å⁻¹.

No. 5
# C6H9N

C6H9N in the gas phase in a non-equilibrium geometry (wB97M-V/def2-TZVPD, OMol25).

XYZ file:
```
16
C6H9N wB97M-V/def2-TZVPD
C 0.548 0.174 3.618
C 0.107 0.140 2.234
C -0.245 0.162 1.084
C -0.742 0.113 -0.289
C 0.232 0.639 -1.386
C 0.433 -0.497 -2.388
N -0.329 0.677 -2.732
H 1.540 -0.276 3.703
H -0.151 -0.379 4.252
H 0.600 1.213 3.958
H -1.697 0.622 -0.363
H -0.938 -0.953 -0.440
H 0.819 1.505 -0.984
H -0.232 -1.369 -2.387
H 1.430 -0.707 -2.770
H -0.022 0.759 -3.696
```

The calculation puts the energy above the lowest of the compared OMol25 structures with the same formula, charge and spin at 4.588 eV. Its SMILES is CC#CC[C@H]1CN1. The calculation puts the LUMO energy at 0.03957 Ha. Its multiplicity is 1. The strongest force on any atom is 2.45 eV Å⁻¹.

No. 6
# C6H9N

C6H9N in the gas phase in a non-equilibrium geometry (wB97M-V/def2-TZVPD, OMol25).

XYZ file:
```
16
C6H9N wB97M-V/def2-TZVPD
C 0.955 1.581 0.566
C 0.156 0.413 0.093
C -1.323 0.267 0.362
C -0.368 -0.734 0.873
C 0.184 -1.699 -0.469
N -0.283 -1.303 -1.747
C 0.689 -0.450 -1.062
H 1.998 1.300 0.757
H 0.540 1.983 1.494
H 0.947 2.369 -0.192
H -1.729 1.007 1.044
H -2.031 -0.039 -0.408
H -0.191 -0.946 1.945
H 0.119 -2.538 0.162
H -1.260 -1.025 -1.815
H 1.596 -0.187 -1.601
```

The calculation puts the energy above the lowest of the compared OMol25 structures with the same formula, charge and spin at 4.899 eV. Its SMILES is C[C@]12C[C@H]1[C@H]1N[C@H]12. The calculation puts the LUMO energy at 0.04063 Ha. Its multiplicity is 1. The strongest force on any atom is 3.33 eV Å⁻¹.

No. 7
# C6H9N

C6H9N in the gas phase (wB97M-V/def2-TZVPD, OMol25).

XYZ file:
```
16
C6H9N wB97M-V/def2-TZVPD
C 2.792 -0.554 -0.082
C 1.554 0.306 -0.082
C 0.309 -0.394 0.308
C -0.845 0.224 0.395
C -3.061 -0.174 -0.360
C -2.068 0.669 0.419
N 1.501 1.573 -0.214
H 2.828 -1.089 0.874
H 2.744 -1.310 -0.875
H 3.702 0.045 -0.188
H 0.371 -1.424 0.664
H -4.056 0.246 -0.530
H -3.191 -1.076 0.244
H -2.628 -0.477 -1.315
H -2.378 1.460 1.101
H 2.427 1.975 -0.359
```

The calculation puts the energy above the lowest of the compared OMol25 structures with the same formula, charge and spin at 2.551 eV. Its SMILES is [H]/N=C(\C)C=C=CC. The calculation puts the LUMO energy at 0.03014 Ha. Its multiplicity is 1. The strongest force on any atom is 0.48 eV Å⁻¹.

No. 8
# C6H9N

2 unconnected molecules or ions with the total composition C6H9N in a non-equilibrium geometry (wB97M-V/def2-TZVPD, OMol25).

XYZ file:
```
16
C6H9N wB97M-V/def2-TZVPD
C 1.017 -2.118 1.405
C -0.315 -1.527 1.084
C -0.757 1.622 0.232
C 0.763 -1.016 0.480
C -0.332 0.718 -1.988
C -0.615 1.835 -1.093
N -1.011 1.579 1.520
H 1.466 -1.514 2.313
H -1.328 -1.546 1.098
H 1.184 -0.335 -0.268
H 0.722 0.487 -2.289
H -1.018 0.749 -2.939
H -0.684 -0.198 -1.442
H 1.490 -2.961 1.053
H -0.494 2.823 -1.245
H -0.088 1.400 2.080
```

The calculation puts the energy above the lowest of the compared OMol25 structures with the same formula, charge and spin at 6.224 eV. Its SMILES is C1=CC1.CC=C=N. The calculation puts the LUMO energy at 0.03227 Ha. Its multiplicity is 1. The strongest force on any atom is 5.67 eV Å⁻¹.

No. 9
# C6H9N

C6H9N in the gas phase in a non-equilibrium geometry (wB97M-V/def2-TZVPD, OMol25).

XYZ file:
```
16
C6H9N wB97M-V/def2-TZVPD
C 2.847 0.539 2.333
C 1.807 0.165 1.383
C 0.972 -0.148 0.576
C 0.020 -0.520 -0.458
C -1.416 -0.513 0.055
C -2.425 0.128 -1.662
N -2.428 -0.915 -0.586
H 2.785 1.604 2.577
H 3.839 0.345 1.912
H 2.750 -0.035 3.258
H 0.161 -1.578 -0.730
H 0.231 0.056 -1.362
H -1.583 -0.141 1.061
H -1.634 0.122 -2.416
H -2.506 1.161 -1.251
H -3.394 -0.140 -2.012
```

The calculation puts the energy above the lowest of the compared OMol25 structures with the same formula, charge and spin at 4.925 eV. Its SMILES is CC#CC/C=N\C. The calculation puts the LUMO energy (spin up / spin down) at 0.01936 / 0.01936 Ha. Its multiplicity is 1. The strongest force on any atom is 1.76 eV Å⁻¹.

No. 10
# C6H9N

C6H9N in the gas phase in a non-equilibrium geometry (wB97M-V/def2-TZVPD, OMol25).

XYZ file:
```
16
C6H9N wB97M-V/def2-TZVPD
C 0.210 1.317 0.655
C -0.346 1.054 -0.631
C 0.204 -1.418 -1.445
C -0.424 -1.209 -0.199
C 0.029 -1.002 1.244
C 0.595 0.169 1.651
H 1.064 2.047 0.725
H -0.491 2.205 1.076
H -1.415 1.148 -0.582
H -0.027 1.713 -1.474
H 1.083 -2.110 -1.511
H -0.440 -1.483 -2.578
H -1.465 -1.004 -0.302
H -0.074 -1.828 1.861
H 1.049 0.615 2.467
N 0.449 -0.215 -0.958
```

The calculation puts the energy above the lowest of the compared OMol25 structures with the same formula, charge and spin at 6.437 eV. Its SMILES is C1=C[C@@H]2CN2CC1. The calculation puts the LUMO energy at 0.04389 Ha. Its multiplicity is 1. The strongest force on any atom is 8.44 eV Å⁻¹.

No. 11
# C6H9N

C6H9N in the gas phase in a non-equilibrium geometry (wB97M-V/def2-TZVPD, OMol25).

XYZ file:
```
16
C6H9N wB97M-V/def2-TZVPD
C 1.984 -0.100 -0.099
C 0.520 0.145 0.024
C -0.504 0.794 0.894
C -1.175 1.319 -0.344
N -0.486 0.242 -1.136
C -1.017 -1.156 -0.560
C -0.458 -0.728 0.751
H 2.577 0.757 -0.427
H 2.134 -0.916 -0.818
H 2.351 -0.442 0.873
H -0.364 1.237 1.874
H -2.261 1.300 -0.452
H -0.794 2.322 -0.592
H -0.355 -1.787 -1.156
H -1.995 -1.690 -0.537
H -0.351 -1.308 1.660
```

The calculation puts the energy above the lowest of the compared OMol25 structures with the same formula, charge and spin at 3.860 eV. Its SMILES is C[C@]12[C@@H]3CN1C[C@@H]32. The calculation puts the LUMO energy at 0.04092 Ha. Its multiplicity is 1. The strongest force on any atom is 1.51 eV Å⁻¹.

No. 12
# C6H9N

C6H9N in the gas phase in a non-equilibrium geometry (wB97M-V/def2-TZVPD, OMol25).

XYZ file:
```
16
C6H9N wB97M-V/def2-TZVPD
C 1.361 0.000 -0.864
C 0.259 0.556 0.030
C -1.116 0.646 -0.637
C -1.475 -0.711 -0.278
C -1.421 -1.908 -0.099
C 0.099 0.132 1.463
N 0.621 1.447 1.113
H 0.966 -0.591 -1.699
H 2.043 -0.646 -0.304
H 1.946 0.823 -1.296
H -1.126 0.690 -1.734
H -1.750 1.441 -0.233
H -1.889 -2.785 -0.444
H -0.864 0.171 1.982
H 0.717 -0.699 1.797
H 1.630 1.434 1.204
```

The calculation puts the energy above the lowest of the compared OMol25 structures with the same formula, charge and spin at 4.168 eV. Its SMILES is C#CC[C@]1(C)CN1. The calculation puts the LUMO energy at 0.03679 Ha. Its multiplicity is 1. The strongest force on any atom is 1.44 eV Å⁻¹.

No. 13
# C6H9N

A molecular structure, C6H9N in a non-equilibrium geometry (wB97M-V/def2-TZVPD, OMol25).

XYZ file:
```
16
C6H9N wB97M-V/def2-TZVPD
C 1.144 1.678 0.777
C 0.995 -0.555 -0.478
C -0.439 1.943 -0.610
C 0.153 -1.483 0.369
C 0.597 0.849 -0.176
C -1.260 -1.783 0.209
N 0.376 2.672 0.416
H 1.771 1.602 1.599
H 2.000 -0.749 -0.241
H 0.779 -0.785 -1.516
H -0.415 2.295 -1.570
H -1.479 1.806 -0.234
H 0.569 -1.684 1.389
H -1.509 -2.872 0.380
H -1.349 -1.782 -0.977
H -1.934 -1.155 0.666
```

The calculation puts the energy above the lowest of the compared OMol25 structures with the same formula, charge and spin at 5.777 eV. The calculation puts the LUMO energy (spin up / spin down) at 0.02045 / 0.00762 Ha. Its multiplicity is 1. The strongest force on any atom is 5.90 eV Å⁻¹.

No. 14
# C6H9N

2 unconnected molecules or ions with the total composition C6H9N in a non-equilibrium geometry (wB97M-V/def2-TZVPD, OMol25).

XYZ file:
```
16
C6H9N wB97M-V/def2-TZVPD
C -0.041 1.713 0.215
C 0.698 0.610 0.282
C 0.268 -0.777 0.232
C -1.155 -1.199 0.113
C 1.418 -1.480 0.262
C 2.514 -0.519 0.325
N 2.109 0.708 0.300
H -1.108 1.794 0.237
H -2.898 1.835 -1.386
H 0.295 2.729 0.131
H -1.254 -2.277 0.139
H -1.664 -0.853 -0.791
H -1.811 -0.837 0.903
H 1.504 -2.544 0.378
H 3.553 -0.826 0.484
H -2.343 1.995 -1.872
```

The calculation puts the energy above the lowest of the compared OMol25 structures with the same formula, charge and spin at 2.456 eV. Its SMILES is C=C1N=CC=C1C.[H][H]. The calculation puts the LUMO energy at -0.00774 Ha. Its multiplicity is 1. The strongest force on any atom is 1.48 eV Å⁻¹.

No. 15
# C6H9N

A molecular structure, C6H9N in a non-equilibrium geometry (wB97M-V/def2-TZVPD, OMol25).

XYZ file:
```
16
C6H9N wB97M-V/def2-TZVPD
C -0.605 1.881 -0.113
N -0.274 0.644 -0.635
C 1.035 0.238 -0.300
C 0.877 -0.957 0.700
C -0.635 -1.159 0.871
C -0.728 -0.758 -0.620
C 0.769 -1.177 -0.794
H -1.605 2.211 -0.469
H 0.776 2.425 -0.429
H -0.426 2.138 0.930
H 1.562 1.405 -0.364
H 1.658 -1.327 1.357
H -1.189 -0.507 1.560
H -0.900 -2.207 1.052
H -1.582 -1.009 -1.257
H 1.268 -1.842 -1.489
```

The calculation puts the energy above the lowest of the compared OMol25 structures with the same formula, charge and spin at 6.785 eV. The calculation puts the LUMO energy at 0.03416 Ha. Its multiplicity is 1. The strongest force on any atom is 3.41 eV Å⁻¹.